[1]
The following is a quantum chemistry calculation of an isolated ion of composition C23H31N2O and charge +1 at a distorted geometry, from the OMol25 dataset.

Geometry (Å):
C  -5.998734  0.013660  1.662926
C  -4.581091  -0.189238  1.309276
C  -3.538209  0.354184  2.062364
C  -2.163974  0.131878  1.715382
C  -1.859577  -0.561063  0.505479
C  -0.365942  -0.784832  0.061403
N  -0.337728  -0.663960  -1.334131
C  0.878826  -0.504118  -2.375205
C  0.469059  -0.199800  -3.862818
C  1.632191  -0.294436  -4.829575
O  -0.454581  -1.118355  -4.388497
C  0.563450  0.188780  0.722492
C  1.883493  -0.040109  1.088994
C  2.650150  -1.339376  1.257589
C  2.065300  -2.042607  2.476861
C  4.110535  -1.013129  1.520451
C  2.527010  -2.215032  0.005544
N  2.443366  1.170551  1.349826
C  1.572414  2.216079  1.031615
C  1.708786  3.587142  1.249973
C  0.606760  4.422971  0.921235
C  -0.588021  3.832395  0.488505
C  -0.747051  2.476220  0.322417
C  0.357129  1.630914  0.623110
C  -2.910745  -1.147358  -0.228540
C  -4.209867  -0.916413  0.188996
H  -6.665699  -0.562789  1.068244
H  -6.265253  -0.243909  2.663987
H  -6.298905  1.040634  1.551157
H  -3.828717  0.879072  2.996837
H  -1.393107  0.501245  2.471006
H  -0.140763  -1.786409  0.540939
H  -0.445451  -1.725666  -1.240718
H  -0.853587  0.167728  -1.514956
H  1.329773  -1.521887  -2.433873
H  1.421215  0.369320  -2.024375
H  0.032372  0.796378  -3.976581
H  2.491409  0.319111  -4.533669
H  1.986828  -1.331887  -4.888764
H  1.351081  -0.026326  -5.847528
H  -1.269828  -1.229605  -3.862050
H  0.997683  -2.258264  2.363541
H  2.618397  -2.974888  2.656970
H  2.144015  -1.388994  3.353101
H  4.554582  -0.457766  0.696783
H  4.245416  -0.463995  2.455255
H  4.666384  -1.945581  1.597073
H  2.879239  -1.673832  -0.880293
H  3.189582  -3.081742  0.122293
H  1.506630  -2.598188  -0.158052
H  3.343334  1.335737  1.715320
H  2.602416  3.982508  1.750734
H  0.655362  5.504697  1.145414
H  -1.386920  4.488948  0.221329
H  -1.649399  2.065227  -0.103543
H  -2.556401  -1.780534  -1.077647
H  -4.974643  -1.393319  -0.373604

Forces on atoms 1 to 6 (eV/Å):
C -0.4318 0.2990 0.0525
C 1.4811 0.2250 -0.1692
C 1.0238 -0.4174 0.3988
C -0.7775 0.2193 0.5652
C 0.0360 0.2600 1.1162
C 0.4581 1.3297 7.5906

The value obtained for the energy above the lowest of the compared OMol25 structures with the same formula, charge and spin is 113.3 kJ/mol. As for the spin multiplicity: 1. As for the total energy: -29373.3946 eV. The calculation puts the gap between HOMO and LUMO at 8.01 eV. The SMILES is Cc1ccc([C@@H]([NH2+]C[C@@H](C)O)c2c(C(C)(C)C)[nH]c3ccccc23)cc1. The total charge is +1.

=====

[2]
The following is a quantum chemistry calculation of one molecule with the formula C23H31N3O4, from the OMol25 dataset.

Geometry (Å):
C  -2.193662  1.397442  -1.375106
C  -3.210288  0.270767  -1.528877
O  -2.610542  -0.977356  -1.797135
C  -2.024504  -1.692108  -0.787277
C  -2.041034  -1.317899  0.550553
C  -1.495617  -2.126231  1.530720
C  -0.912354  -3.339474  1.202376
C  -0.271185  -4.193131  2.260241
N  1.074994  -3.717584  2.585253
C  1.609779  -4.427234  3.731301
C  1.961499  -3.788448  1.434431
C  1.837693  -2.572773  0.512934
O  2.127660  -2.622546  -0.662803
N  1.464458  -1.466711  1.197890
C  1.258431  -0.166819  0.737289
C  1.579184  0.239705  -0.555361
C  1.414852  1.554900  -0.933307
C  0.911375  2.516118  -0.050234
N  0.843061  3.851475  -0.440507
C  0.249460  4.197978  -1.716960
C  0.813771  5.541286  -2.182155
O  0.554446  6.550924  -1.234685
C  1.120569  6.212944  0.008553
C  0.581616  4.880477  0.542366
C  0.563132  2.089837  1.233910
C  0.741922  0.775863  1.619927
C  -0.885734  -3.714969  -0.130504
C  -1.414359  -2.913703  -1.133597
O  -1.331850  -3.427756  -2.393727
C  -1.127415  -2.550179  -3.481201
H  -1.586337  1.468964  -2.273828
H  -2.714815  2.339019  -1.223064
H  -1.530880  1.215856  -0.532930
H  -3.862950  0.207827  -0.649332
H  -3.838297  0.457670  -2.405597
H  -2.494608  -0.386587  0.849155
H  -1.529169  -1.803894  2.560954
H  -0.862275  -4.140123  3.178930
H  -0.245180  -5.243825  1.925720
H  2.581560  -4.008979  3.990794
H  0.938832  -4.290537  4.578902
H  1.726669  -5.505826  3.551602
H  1.816270  -4.696864  0.832367
H  2.998235  -3.790934  1.786292
H  1.195936  -1.654684  2.159020
H  1.974691  -0.481049  -1.251020
H  1.708909  1.845001  -1.930288
H  0.464518  3.430810  -2.457503
H  -0.844800  4.293887  -1.616157
H  0.337236  5.861290  -3.110200
H  1.898935  5.446161  -2.339686
H  0.870992  7.027409  0.690711
H  2.214760  6.140258  -0.088870
H  1.106155  4.643552  1.468337
H  -0.496862  4.984023  0.748083
H  0.141996  2.782063  1.946124
H  0.473758  0.474970  2.623048
H  -0.442047  -4.649599  -0.436278
H  -0.364424  -1.804596  -3.244514
H  -2.049975  -2.045835  -3.776770
H  -0.776193  -3.180224  -4.298306

Forces on atoms 1 to 6 (eV/Å):
C -0.1814 -0.4496 -0.0070
C -0.1123 0.5081 0.0494
O 0.2443 -0.4803 0.0794
C 0.0247 -0.1565 -0.2373
C -0.0762 0.1079 0.0274
C -0.0953 -0.1439 -0.0796

The value obtained for the energy above the lowest of the compared OMol25 structures with the same formula, charge and spin is 152.3 kJ/mol. As for the spin multiplicity: 1. As for the total energy: -37013.7524 eV. The calculation puts the gap between HOMO and LUMO at 8.05 eV. The SMILES is CCOc1ccc(CN(C)CC(=O)Nc2ccc(N3CCOCC3)cc2)cc1OC. The total charge is 0.

=====

[3]
The following is a quantum chemistry calculation of one molecule with the formula C23H31N3O5S at a distorted geometry, from the OMol25 dataset.

Geometry (Å):
C  2.858999  1.821367  2.598177
O  3.533430  0.673272  2.159485
C  2.760492  -0.502021  2.293420
C  3.643607  -1.718014  2.043024
C  4.182439  -1.749284  0.612669
N  3.120372  -1.913397  -0.352357
C  2.449313  -3.201027  -0.397703
C  1.019346  -3.020311  0.131321
O  0.650416  -3.478726  1.193057
N  0.291963  -2.260861  -0.715048
C  -1.011396  -1.774347  -0.570242
C  -1.813212  -2.047713  0.531261
C  -3.094483  -1.535415  0.606521
C  -3.616657  -0.727710  -0.405285
N  -4.881289  -0.144144  -0.331567
C  -5.774268  -0.270662  -1.469122
C  -6.815883  0.847419  -1.411416
O  -7.548134  0.794269  -0.209513
C  -6.684895  0.899321  0.896900
C  -5.627351  -0.210329  0.907815
C  -2.793242  -0.447820  -1.501681
C  -1.519896  -0.965450  -1.585865
S  3.342275  -1.106693  -1.795599
O  4.665304  -1.292455  -2.318784
O  2.232226  -1.487125  -2.636734
C  3.134887  0.597819  -1.312044
C  1.871718  1.059672  -0.996488
C  1.705845  2.387182  -0.647060
C  2.795272  3.253131  -0.601446
C  2.601740  4.691992  -0.236278
C  4.056978  2.763657  -0.919931
C  4.229275  1.438911  -1.279798
H  2.633706  1.762449  3.671123
H  3.521828  2.663719  2.411373
H  1.920448  1.967015  2.050166
H  1.924141  -0.487265  1.578509
H  2.340837  -0.558416  3.309043
H  3.055421  -2.613818  2.242505
H  4.489853  -1.686698  2.729828
H  4.928046  -2.549676  0.510351
H  4.665730  -0.796851  0.391914
H  2.980418  -3.930256  0.217701
H  2.420065  -3.556117  -1.431471
H  0.773510  -1.971514  -1.566839
H  -1.434429  -2.674856  1.320872
H  -3.694504  -1.790950  1.465286
H  -5.214838  -0.207612  -2.400371
H  -6.297480  -1.241219  -1.438589
H  -7.542529  0.741704  -2.218575
H  -6.309993  1.821489  -1.497595
H  -7.316007  0.834965  1.784821
H  -6.176668  1.876037  0.879832
H  -4.953724  -0.039711  1.748191
H  -6.128584  -1.184182  1.031934
H  -3.150002  0.194555  -2.292288
H  -0.902413  -0.744527  -2.445647
H  1.031062  0.385727  -1.031687
H  0.719678  2.757565  -0.406100
H  1.836332  4.798563  0.528856
H  2.279342  5.254833  -1.112492
H  3.528205  5.131000  0.124222
H  4.910179  3.424898  -0.888181
H  5.197183  1.044621  -1.546409

Forces on atoms 1 to 6 (eV/Å):
C -0.0911 0.0410 0.0640
O 0.2146 -0.2558 -0.1319
C -0.0309 -0.2268 0.1424
C -0.1409 0.4544 -0.2660
C 0.4164 0.0913 0.5381
N 0.1103 0.5430 -0.9170

The value obtained for the energy above the lowest of the compared OMol25 structures with the same formula, charge and spin is 309.9 kJ/mol. As for the spin multiplicity: 1. As for the total energy: -49896.7933 eV. The calculation puts the gap between HOMO and LUMO at 8.10 eV. The SMILES is COCCCN(CC(=O)Nc1ccc(N2CCOCC2)cc1)S(=O)(=O)c1ccc(C)cc1. The total charge is 0.